Formula: C37H93N9O14S5
Source: OMol25
Level of theory: ωB97M-V with the def2-TZVPD basis set

XYZ file:
```
158
Properties=species:S:1:pos:R:3:forces:R:3:lowdin_charge:R:1
C 18.031 14.827 10.189 -0.498 -0.880 0.366 -0.26
S 19.137 13.476 10.832 -0.791 -0.292 0.088 0.88
O 18.308 12.543 11.726 1.093 1.266 -1.657 -0.57
C 19.346 12.584 9.256 0.350 -0.174 0.191 -0.24
H 17.454 14.507 9.322 0.101 -0.246 -0.039 0.05
H 18.525 15.767 9.944 0.310 -0.232 0.329 0.05
H 17.322 14.940 11.010 0.104 0.328 0.060 0.00
H 19.156 13.120 8.326 -0.190 0.377 0.316 0.05
H 18.663 11.740 9.359 0.154 -0.173 -0.054 0.03
H 20.388 12.268 9.227 -0.135 -0.336 0.061 0.05
C 15.912 10.861 8.197 -0.813 0.513 -0.158 -0.27
S 16.940 9.392 8.061 0.160 0.069 0.550 0.84
O 17.425 9.144 9.468 -0.350 -0.204 -0.792 -0.57
C 15.657 8.166 7.583 -0.187 -0.066 0.200 -0.24
H 16.460 11.803 8.213 0.607 -0.335 -0.219 0.04
H 15.329 10.903 9.117 -0.078 -0.623 0.087 0.04
H 15.236 10.904 7.343 -0.033 -0.040 -0.039 0.05
H 14.979 7.926 8.402 0.170 0.155 0.279 0.05
H 16.149 7.256 7.239 0.297 0.095 0.282 0.05
H 15.049 8.488 6.738 0.199 0.487 -0.022 0.05
C 16.459 19.247 10.635 -0.147 0.109 0.505 -0.22
S 16.377 17.586 11.480 -0.169 -0.233 0.098 0.85
O 16.060 17.681 12.964 -0.018 0.352 -1.655 -0.57
C 14.904 16.928 10.558 0.169 0.033 -0.064 -0.24
H 17.480 19.628 10.625 0.168 -0.511 0.092 0.05
H 15.904 20.026 11.159 -0.399 -0.324 0.130 0.04
H 16.108 19.176 9.605 -0.055 -0.238 0.101 0.05
H 14.583 15.933 10.866 0.085 0.203 0.952 0.01
H 15.166 16.655 9.536 0.457 0.805 -0.272 0.06
H 14.083 17.645 10.576 -0.003 -0.094 -0.014 0.05
C 15.718 8.834 12.444 -0.113 -0.914 0.329 -0.22
S 14.050 9.506 11.967 -0.055 -1.994 -0.500 0.86
O 13.670 8.581 10.822 0.350 0.907 0.132 -0.58
C 13.115 8.789 13.368 0.611 1.042 0.003 -0.24
H 16.415 8.808 11.607 -0.468 0.599 -0.436 0.02
H 15.523 7.783 12.653 -0.278 -0.166 -0.103 0.05
H 16.271 9.173 13.320 -0.578 0.827 0.118 0.03
H 13.304 9.560 14.114 0.212 -0.563 0.650 0.01
H 13.498 7.781 13.531 0.080 0.234 0.320 0.06
H 12.028 8.756 13.287 0.138 0.146 -0.862 0.05
C 11.250 15.182 10.771 -0.064 0.600 -1.200 -0.28
S 9.653 15.200 11.610 -1.098 -0.358 -0.129 0.80
O 9.304 16.587 12.027 0.414 -0.049 -0.239 -0.57
C 8.392 14.816 10.258 0.311 0.154 0.173 -0.22
H 11.285 15.725 9.827 -0.672 -0.041 -0.339 0.06
H 11.570 14.159 10.570 0.065 0.079 0.379 0.02
H 11.991 15.763 11.320 -0.214 -0.540 0.799 0.03
H 8.289 13.774 9.958 0.665 -0.135 0.074 0.03
H 8.510 15.454 9.382 0.292 0.033 0.089 0.05
H 7.418 15.046 10.690 0.230 0.301 0.397 0.04
C 10.519 9.062 8.681 -1.659 -1.038 -2.107 -0.32
O 9.581 8.533 8.044 1.374 0.721 1.757 -0.03
N 10.923 10.316 8.420 0.405 0.268 0.339 -0.17
C 12.305 10.707 8.774 -0.351 1.958 0.169 -0.06
C 10.142 11.200 7.531 0.785 -0.353 -0.564 -0.04
H 11.134 8.550 9.436 -0.078 -0.100 -0.092 0.13
H 12.739 11.403 8.056 -0.480 -0.024 -0.700 0.08
H 13.121 9.996 8.901 -0.972 -0.819 0.260 0.05
H 12.237 11.372 9.635 0.354 -0.253 0.542 0.07
H 10.324 12.244 7.789 0.402 -0.060 -0.096 0.08
H 10.469 10.952 6.521 0.111 0.571 -0.285 0.09
H 9.058 11.110 7.461 0.100 -0.790 0.877 0.09
C 15.710 18.404 18.473 0.909 -0.126 2.839 -0.37
O 16.266 18.230 19.564 -1.282 0.192 -0.334 -0.02
N 16.379 18.249 17.362 1.020 -0.212 -2.827 -0.16
C 15.738 18.430 16.071 -0.310 -1.034 -0.580 -0.05
C 17.799 17.841 17.352 0.099 0.462 0.100 -0.02
H 14.660 18.711 18.353 0.009 -0.004 0.044 0.14
H 15.514 17.510 15.531 0.898 -0.866 0.105 0.05
H 16.367 18.978 15.369 -0.342 0.511 0.233 0.09
H 14.685 18.707 16.121 0.312 1.257 0.555 0.06
H 18.318 18.070 18.283 -0.612 -0.228 0.212 0.09
H 17.929 16.786 17.112 -0.194 -0.083 0.073 0.07
H 18.387 18.408 16.629 -0.427 0.054 -0.408 0.09
C 11.535 11.885 13.607 2.238 -0.357 1.576 -0.29
O 12.307 11.936 14.628 -2.669 -0.313 -2.896 -0.06
N 10.386 11.205 13.448 -0.689 -0.894 1.163 -0.17
C 9.909 10.272 14.481 0.805 -0.170 0.241 -0.03
C 9.588 11.218 12.239 0.200 0.237 -0.342 -0.05
H 11.824 12.288 12.624 0.234 0.657 0.273 0.12
H 8.858 10.321 14.766 0.030 0.834 -0.089 0.09
H 10.578 10.389 15.334 -0.327 0.147 0.152 0.08
H 10.010 9.232 14.171 0.251 -0.082 -0.471 0.08
H 8.577 11.550 12.477 -0.040 -0.018 -0.054 0.10
H 10.000 11.884 11.481 0.142 0.177 0.190 0.07
H 9.545 10.235 11.771 -0.040 -0.196 0.175 0.09
C 14.783 13.156 11.516 -1.192 -0.506 0.221 -0.34
O 13.726 13.469 10.956 0.716 -0.025 -0.416 -0.06
N 15.134 13.626 12.706 0.849 0.418 1.172 -0.12
C 16.278 13.132 13.440 1.420 0.255 1.255 -0.08
C 14.383 14.687 13.368 -1.064 0.217 -0.813 -0.03
H 15.460 12.371 11.145 0.074 0.164 -0.091 0.13
H 16.642 12.115 13.294 -0.728 0.015 -0.612 0.08
H 16.161 13.195 14.522 -0.987 -0.089 0.032 0.07
H 17.168 13.749 13.322 -0.177 0.143 -0.574 0.04
H 13.808 15.196 12.594 -0.090 -0.068 0.043 0.05
H 13.639 14.292 14.058 0.193 -0.237 0.249 0.09
H 14.970 15.481 13.829 0.545 -0.446 0.052 0.07
C 14.083 12.884 18.400 2.375 -1.293 -0.580 -0.30
O 14.078 11.668 18.616 -0.583 1.538 -0.162 -0.02
N 15.215 13.590 18.047 -0.949 0.313 -0.398 -0.17
C 16.562 13.079 17.689 -0.919 0.158 0.746 -0.03
C 15.017 15.030 17.815 0.589 -0.961 1.265 -0.06
H 13.244 13.596 18.397 -0.382 -0.586 0.399 0.13
H 16.716 12.987 16.614 -0.396 -0.249 0.034 0.04
H 16.709 12.121 18.187 0.047 0.045 -0.243 0.09
H 17.297 13.805 18.037 -0.004 -0.016 0.287 0.08
H 14.136 15.379 18.354 -0.371 -0.134 -0.525 0.08
H 15.801 15.470 18.432 0.398 0.729 -0.837 0.08
H 15.002 15.231 16.744 0.188 0.539 0.131 0.08
C 20.425 15.523 16.139 0.363 4.686 -0.365 -0.30
O 20.727 16.760 16.160 -0.508 -3.355 0.549 -0.05
N 19.537 15.055 15.261 -0.723 -1.684 -0.980 -0.16
C 19.462 13.590 15.060 -0.817 0.807 0.300 -0.03
C 18.713 15.866 14.340 0.754 1.007 0.582 -0.03
H 20.795 14.781 16.863 0.218 0.130 -0.265 0.14
H 19.530 13.388 13.991 0.097 -0.198 0.079 0.06
H 18.492 13.265 15.436 -0.101 -0.329 -0.252 0.07
H 20.214 13.045 15.631 0.189 0.275 -0.185 0.09
H 19.079 15.914 13.315 0.268 -0.610 -0.133 0.09
H 17.653 15.610 14.317 0.154 -0.452 0.295 0.07
H 18.761 16.913 14.638 0.075 -0.118 0.369 0.07
C 21.025 10.834 13.161 -0.409 -2.162 0.310 -0.32
O 22.185 11.177 13.021 -0.860 -0.144 -0.181 0.01
N 20.477 9.599 12.780 0.242 0.180 -0.427 -0.16
C 19.041 9.270 12.854 0.007 -0.128 -0.308 -0.07
C 21.306 8.525 12.178 0.064 0.977 0.210 -0.04
H 20.275 11.356 13.776 0.047 0.449 -0.391 0.11
H 18.366 10.102 13.053 0.535 0.309 0.185 0.07
H 18.791 8.455 13.532 0.455 0.079 0.683 0.08
H 18.687 8.845 11.915 0.335 0.349 -0.509 0.06
H 20.826 8.081 11.306 -0.263 0.065 0.115 0.08
H 22.255 8.939 11.837 -0.050 0.124 0.189 0.08
H 21.521 7.752 12.917 -0.087 -0.083 0.018 0.09
C 15.116 10.322 15.999 0.275 2.736 0.534 -0.39
O 16.223 10.737 15.708 0.848 0.617 -0.691 -0.01
N 14.845 9.075 16.169 -1.319 -1.950 -0.243 -0.18
C 13.505 8.658 16.578 0.613 -0.126 0.353 -0.03
C 15.840 8.069 15.996 0.815 -1.043 0.048 -0.05
H 14.280 10.989 16.260 -0.002 0.040 -0.362 0.12
H 12.741 9.366 16.257 0.180 -0.013 -0.168 0.08
H 13.468 8.624 17.667 -0.135 -0.272 0.067 0.10
H 13.344 7.670 16.146 -0.333 0.047 0.126 0.09
H 16.838 8.370 15.679 -0.308 0.999 0.249 0.08
H 15.983 7.586 16.962 -0.061 -0.584 -0.164 0.10
H 15.575 7.384 15.190 -0.473 -0.470 0.321 0.08
C 13.728 20.600 13.623 0.392 1.957 -1.259 -0.37
O 13.782 21.767 13.958 0.194 0.271 0.462 0.01
N 12.992 19.674 14.200 0.951 -2.267 0.429 -0.18
C 13.043 18.296 13.742 -0.573 -0.356 -0.961 -0.05
C 12.248 19.944 15.391 -0.379 0.006 0.452 -0.04
H 14.214 20.331 12.672 0.081 -0.686 0.166 0.12
H 13.556 17.556 14.355 -0.088 0.383 0.682 0.07
H 13.559 18.171 12.790 0.085 0.657 0.009 0.05
H 12.027 17.957 13.538 -0.196 -0.166 0.270 0.09
H 11.214 19.809 15.074 -0.346 0.486 0.739 0.10
H 12.458 19.269 16.222 0.104 -0.631 -0.290 0.08
H 12.519 20.904 15.830 -0.455 0.283 -0.674 0.10
```
Forces are in eV/Å.

Results
Frontier orbital gap in eV: 8.821
Strongest force on any atom in eV/Å: 4.71
HOMO in eV: -9.06
LUMO energy in eV: -0.2
Calculated total energy in Ha: -5002.39664
Energy relative to the best compared isomer or geometry (same formula, charge and spin) in eV: 8.9369

Formula: C3H5N3
Source: OMol25
Level of theory: ωB97M-V with the def2-TZVPD basis set

XYZ file:
```
11
Properties=species:S:1:pos:R:3:forces:R:3:lowdin_charge:R:1
C 1.341 0.898 0.361 -0.186 0.006 -0.015 -0.01
N 0.045 0.239 0.048 0.650 -0.357 -0.182 -0.18
C -0.005 -0.944 -0.585 0.215 -0.176 -0.054 -0.20
N -1.225 -1.408 -0.679 -0.031 0.343 0.256 0.06
C -1.939 -0.439 -0.047 0.062 0.068 0.270 -0.23
N -1.226 0.595 0.411 0.162 -0.663 -0.166 0.08
H 1.477 1.861 -0.140 -0.435 -0.132 0.086 0.08
H 1.502 1.028 1.436 -0.400 -0.016 -0.151 0.08
H 2.164 0.254 0.005 -0.651 0.069 0.055 0.09
H 0.873 -1.464 -0.929 0.137 0.105 -0.082 0.12
H -3.006 -0.621 0.117 0.478 0.753 -0.017 0.10
```
Forces are in eV/Å.

Results
Frontier orbital gap in eV: 10.762
Strongest force on any atom in eV/Å: 0.89
HOMO in eV: -9.92
LUMO energy in eV: 0.8
Calculated total energy in Ha: -281.56515
Energy relative to the best compared isomer or geometry (same formula, charge and spin) in eV: 0.6777
SMILES: Cn1cncn1